Density functional theory data (ωB97M-V/def2-TZVPD) for a molecular structure, C28H23N2 at a distorted geometry.

Geometry as XYZ:
```
53
Properties=species:S:1:pos:R:3:mulliken_charge:R:1
C 3.7961 -3.3443 -1.3623 -0.67
C 2.7425 -2.4153 -1.2847 -0.70
C 1.4500 -2.9111 -1.2214 0.50
C 1.1861 -4.3072 -1.2169 0.42
C 2.2326 -5.2221 -1.3063 -0.35
C 3.5418 -4.7282 -1.3795 -0.71
C -0.2417 -4.4669 -1.1638 0.30
C -0.8187 -3.1560 -1.1389 0.50
C -2.1910 -2.9906 -1.2149 -0.54
C -2.9983 -4.1471 -1.2226 -0.80
C -2.4325 -5.4318 -1.2270 -0.68
C -1.0420 -5.6020 -1.2082 -0.39
N 0.2269 -2.2112 -1.1775 0.20
C 0.1080 -0.8245 -1.1756 0.02
C -0.9648 -0.1032 -0.8112 -0.72
H 4.8246 -2.9884 -1.4129 0.39
H 2.9117 -1.3419 -1.2710 0.28
H 2.0006 -6.2870 -1.3201 0.40
H 4.3792 -5.4242 -1.4517 0.38
H -2.6205 -1.9987 -1.2781 0.53
H -4.0825 -4.0394 -1.2351 0.39
H -3.0838 -6.3068 -1.2531 0.38
H -0.5638 -6.5813 -1.2285 0.40
H 1.0654 -0.3542 -1.4628 0.31
H -0.8779 1.0497 -0.7816 0.22
H -1.8001 -0.6161 -0.3207 0.44
C -2.6759 2.4992 -0.9867 -1.44
C -1.1829 2.2519 -0.8591 -0.07
N -0.6177 2.9066 0.2769 0.45
C 0.6645 3.4745 0.2985 0.42
C 1.4616 3.8665 -0.7686 -0.55
C 2.7034 4.4491 -0.4673 -0.82
C 3.1276 4.5969 0.8665 -0.68
C 2.3018 4.2212 1.9348 -0.36
C 1.0511 3.6819 1.6457 0.31
C -0.0428 3.2422 2.4724 0.34
C -1.0770 2.7966 1.6013 0.61
C -2.2975 2.3553 2.0954 -0.35
C -2.4559 2.2932 3.4891 -0.82
C -1.4132 2.6674 4.3536 -0.69
C -0.2034 3.1641 3.8514 -0.48
H -2.8900 2.6225 -2.0540 0.36
H -3.2430 1.6364 -0.6326 0.39
H -3.0168 3.4017 -0.4674 0.44
H -0.6671 2.6465 -1.7425 0.30
H 1.1078 3.7325 -1.7892 0.36
H 3.3477 4.7907 -1.2769 0.41
H 4.1138 5.0177 1.0678 0.39
H 2.5974 4.3359 2.9775 0.43
H -3.0982 2.0917 1.4120 0.32
H -3.4039 1.9486 3.9022 0.41
H -1.5550 2.5747 5.4308 0.39
H 0.6158 3.4844 4.4948 0.43
```

The calculation puts the HOMO energy at -0.390 Eh. The total charge is +1. The largest force on an atom is 7.5 eV/Å. For the energy above the lowest of the compared OMol25 structures with the same formula, charge and spin, the calculation gives 0.0 kJ/mol. The calculation puts the total energy at -1189.97474 Ha. Its HOMO-LUMO gap is 0.1984 Ha.

***

Density functional theory data (ωB97M-V/def2-TZVPD) for a molecular structure, C6H11NO2S at a distorted geometry.

Geometry as XYZ:
```
21
Properties=species:S:1:pos:R:3:mulliken_charge:R:1
C 1.6551 -0.0599 0.6615 -0.28
C 0.7655 -1.1383 1.2489 -1.22
C 0.9046 1.2766 0.5038 -0.88
C -0.2712 -1.6866 0.2757 -0.95
C 0.0245 0.9319 -0.6473 -0.64
C -1.1797 -0.6021 -0.1703 0.10
N -1.0625 1.8118 -0.9474 1.14
O -1.5640 1.6983 -2.0712 -0.69
O -1.4606 2.5585 -0.0753 -0.64
S -2.0110 -1.2149 -1.5987 -0.28
H 2.5290 0.1183 1.4467 0.27
H 2.1111 -0.5218 -0.3235 0.29
H 1.3534 -1.8678 1.6017 0.48
H 0.2960 -0.8612 2.0953 0.51
H 0.2575 1.5535 1.2269 0.42
H 1.4963 2.0602 0.0851 0.36
H 0.2895 -2.2377 -0.6143 0.30
H -0.8816 -2.4203 0.6129 0.60
H 0.3808 0.5938 -1.7063 0.44
H -1.6521 -0.0316 0.7344 0.40
H -1.9807 0.0395 -2.3386 0.26
```

The calculation puts the HOMO energy at -0.330 Eh. The largest force on an atom is 5.5 eV/Å. For the energy above the lowest of the compared OMol25 structures with the same formula, charge and spin, the calculation gives 481.3 kJ/mol. The calculation puts the total energy at -838.44070 Ha. Its HOMO-LUMO gap is 0.3311 Ha.

***

Density functional theory data (ωB97M-V/def2-TZVPD) for a gas-phase ion, C3HO3S (charge -1) at a distorted geometry.

Geometry as XYZ:
```
8
Properties=species:S:1:pos:R:3:mulliken_charge:R:1
C 1.3384 -0.5791 0.4321 0.23
C -1.0652 0.9795 -0.0990 0.56
C -0.2718 -0.3380 -0.3838 -0.29
O -0.6971 2.0179 -0.5813 -0.64
O 1.8985 -0.7181 1.4671 -0.45
O -2.0097 0.6547 0.5842 -0.64
S 1.4499 -0.7363 -1.2121 -0.20
H -0.6431 -1.2806 -0.2070 0.43
```

The calculation puts the HOMO energy (spin up / spin down) at -0.049 / -0.190 Eh. The total charge is -1. The largest force on an atom is 3.6 eV/Å. Its spin multiplicity is 3. The calculation puts the total energy at -738.70045 Ha. Its HOMO-LUMO gap (spin up / spin down) is 0.1702 / 0.2493 Ha. As for the expectation value of S²: 2.016.

***

Density functional theory data (ωB97M-V/def2-TZVPD) for a molecular structure, C6H13AsCl3N4PtSe.

Geometry as XYZ:
```
29
Properties=species:S:1:pos:R:3:mulliken_charge:R:1
Pt 0.7638 -0.1518 0.7331 0.27
Se -1.8510 2.5733 3.6609 -0.12
C -0.6718 1.7948 2.6264 0.33
N 0.1122 1.2592 1.9289 -0.52
N 2.6575 -0.0270 -0.3501 -0.53
N 1.8393 -1.1675 -0.6424 -0.13
H 2.9834 0.4563 -1.1815 0.26
H 3.4374 -0.2769 0.2490 0.28
H 2.3141 -2.0624 -0.5556 0.31
H 1.3851 -1.1158 -1.5689 0.38
C -1.3388 -1.4982 3.2267 -0.90
As -1.1872 -1.2308 1.3309 0.32
C -2.7465 -0.2368 0.8112 -0.65
C -1.3205 -2.9452 0.4677 -0.97
H -2.2547 -2.0481 3.4398 0.39
H -1.3808 -0.5159 3.6951 0.29
H -0.4787 -2.0493 3.5980 0.33
H -3.6372 -0.8046 1.0773 0.40
H -2.7232 -0.0659 -0.2643 0.09
H -2.7432 0.7163 1.3398 0.26
H -2.2672 -3.4208 0.7193 0.40
H -0.5037 -3.5867 0.7905 0.35
H -1.2665 -2.7864 -0.6109 0.29
Cl -1.7928 1.9399 -4.1249 -0.07
C -2.0784 0.2012 -4.1015 0.68
Cl -3.6264 -0.1688 -3.3263 -0.08
Cl -2.0175 -0.4761 -5.7250 -0.07
C -1.0161 -0.4245 -3.2993 -0.16
N -0.1906 -0.9142 -2.6763 -0.43
```

The calculation puts the HOMO energy at -0.389 Eh. The total charge is +1. The largest force on an atom is 0.5 eV/Å. For the energy above the lowest of the compared OMol25 structures with the same formula, charge and spin, the calculation gives 44.1 kJ/mol. The calculation puts the total energy at -6592.25750 Ha. Its HOMO-LUMO gap is 0.2702 Ha.